16
Properties=species:S:1:pos:R:3 method="wB97M-V/def2-TZVPD" de_lowest_kcal_mol=72.8 homo_ev=-8.87 e_lumo_ev=0.67 spin_multiplicity=1 gap_ev=9.538 charge=0
C 0.8680 0.5255 -0.1799
C -0.1989 0.3637 -1.3667
C -1.1598 -0.5591 -0.6368
C -1.2633 0.1330 0.6720
C 0.1820 -0.0480 1.1635
H 2.5879 0.3605 -1.0545
H 1.0341 1.6068 -0.0435
H -0.6355 1.3294 -1.6380
H 0.2544 -0.0878 -2.2560
H -0.6931 -1.5361 -0.5145
H -1.4270 1.2045 0.5538
H 0.4101 0.5815 2.0178
H 0.1536 -1.6757 2.1493
O 2.0579 -0.1430 -0.3928
O 0.6068 -1.3544 1.3721
S -2.7774 -0.7010 0.1542

---

16
Properties=species:S:1:pos:R:3 method="wB97M-V/def2-TZVPD" de_lowest_kcal_mol=100.2 homo_ev=-9.33 e_lumo_ev=0.70 spin_multiplicity=1 gap_ev=10.030 charge=0
C 1.5929 -0.3948 0.3687
C 0.4109 0.4075 0.7502
C -0.4805 1.4857 0.1751
C -1.8662 -0.4720 0.0660
C 0.2927 -0.7064 -0.2752
H 2.2658 0.8816 -1.0162
H 1.9962 -0.9621 1.2231
H -0.0025 0.0315 1.6765
H -0.9403 2.1506 0.8862
H -0.0146 1.9884 -0.6665
H -1.9771 -0.2725 1.1322
H -2.7928 -0.8494 -0.3900
H 0.3546 -0.4552 -1.3260
O 2.5721 0.0983 -0.4047
O -1.5446 0.7626 -0.5252
O -0.8510 -1.4149 -0.0737

---

16
Properties=species:S:1:pos:R:3 method="wB97M-V/def2-TZVPD" de_lowest_kcal_mol=92.7 homo_ev=-8.29 e_lumo_ev=0.28 spin_multiplicity=1 gap_ev=8.576 charge=0
C -1.8169 0.4197 -1.1639
C -0.3661 0.7576 -0.9962
O 0.2033 1.8165 -0.9645
H 0.3136 -0.2715 -1.2029
H -2.0257 -0.5908 -0.8199
H -2.4142 1.1283 -0.5874
H -2.0694 0.5142 -2.2223
C -0.1541 -0.1409 1.2084
C 0.8861 -0.9384 0.0724
C 2.2112 -0.7049 0.1514
O 0.4656 0.8514 1.8727
O -1.1330 -0.7148 1.6311
H -0.0764 1.0388 2.6592
H 0.4730 -1.9408 0.0196
H 2.5947 0.3082 0.1868
H 2.9085 -1.5326 0.1555

---

16
Properties=species:S:1:pos:R:3 method="wB97M-V/def2-TZVPD" de_lowest_kcal_mol=72.5 homo_ev=-9.39 e_lumo_ev=0.88 spin_multiplicity=1 gap_ev=10.268 charge=0
C -0.0364 -0.2147 0.6498
C 1.4390 -1.5719 -1.0824
C 0.2194 -1.5058 -0.2003
C -0.2400 1.7496 -0.0411
C -1.2977 2.4290 0.3960
O -0.3507 0.4122 -0.6702
O -1.1290 -0.4038 1.4927
O -0.4508 -2.5099 0.0471
H -1.5220 -1.2613 1.2213
H 0.8935 0.0740 1.1431
H 0.7276 2.1808 -0.2567
H 1.9649 -2.5116 -0.8990
H 2.1217 -0.7420 -0.8926
H 1.1130 -1.5424 -2.1246
H -1.2145 3.4866 0.6158
H -2.2380 1.9311 0.6011

---

16
Properties=species:S:1:pos:R:3 method="wB97M-V/def2-TZVPD" de_lowest_kcal_mol=158.5 homo_ev=-9.23 e_lumo_ev=0.80 spin_multiplicity=1 gap_ev=10.026 charge=0
C 2.0418 0.2645 0.0148
C 0.7924 0.3677 0.6117
C -1.3188 0.7023 -0.3382
C -1.9507 -0.8020 -0.6645
C -1.3744 -0.3332 0.6728
H 2.6444 -1.4516 -0.9432
H 2.1917 1.1473 -0.8098
H 2.9095 0.2691 0.9184
H 0.8806 1.4048 1.2456
H -2.0372 1.7974 -0.1133
H -1.4199 -1.6898 -1.1463
H -3.1604 -0.9049 -0.8568
H -1.9979 0.0523 1.5728
O 1.7883 -1.0304 -0.5669
O 0.0600 0.9077 -0.7201
O -0.0494 -0.7013 1.1227

---

17
Properties=species:S:1:pos:R:3 method="wB97M-V/def2-TZVPD" de_lowest_kcal_mol=93.3 homo_ev=-2.53 e_lumo_ev=3.84 spin_multiplicity=1 gap_ev=6.375 charge=-1
C -0.8529 -0.7337 1.1653
C -0.6825 -0.3578 -0.2071
C -0.0321 -1.5495 1.9732
C -1.8786 0.3408 -0.8749
C 1.9810 0.7889 0.2842
O 0.9290 -2.2901 1.2637
O -0.1481 -1.6820 3.1831
O 0.2074 -0.9458 -1.0727
P 1.0666 0.5487 -1.3428
H -2.6860 -0.2755 -0.9816
H -1.5559 0.7354 -1.7238
H -2.2818 1.1853 -0.4103
H 1.3917 0.5970 1.2992
H 2.3687 1.7617 0.3842
H 2.8395 0.2668 0.4179
H 0.8186 -2.0176 0.3964
H -1.6093 -0.2840 1.6135

---

17
Properties=species:S:1:pos:R:3 method="wB97M-V/def2-TZVPD" de_lowest_kcal_mol=56.2 homo_ev=-8.00 e_lumo_ev=0.23 spin_multiplicity=1 gap_ev=8.227 charge=0
C 1.1036 -0.6838 0.1638
C 1.4520 -1.1180 1.5517
C -1.4200 1.6965 -1.0029
C -1.1892 -0.0705 0.6975
C -1.4223 0.2442 -0.6064
O 0.8155 -1.5121 -0.7521
O 1.6868 0.4916 -0.1810
O -1.3984 -0.2819 1.8356
O -1.3227 -0.6775 -1.5452
H 1.6201 0.6012 -1.1387
H -0.2906 -1.2135 -1.3567
H 1.1162 -0.3824 2.2804
H 0.9807 -2.0714 1.7846
H 2.5400 -1.1879 1.6257
H -1.4207 2.3629 -0.1413
H -2.3109 1.8901 -1.6018
H -0.5403 1.9126 -1.6135

---

15
Properties=species:S:1:pos:R:3 method="wB97M-V/def2-TZVPD" de_lowest_kcal_mol=98.0 homo_ev=-8.70 e_lumo_ev=0.80 spin_multiplicity=1 gap_ev=9.500 charge=0
C -0.4215 0.3756 0.7260
C 0.2821 1.3982 -0.0035
C 1.3794 0.4906 -0.5679
C 1.8811 -0.4586 0.5444
C 0.5828 -0.9443 0.4421
H -2.8787 0.9899 0.1490
H -0.3555 0.5927 1.8892
H 0.7748 2.2385 0.5089
H -0.1668 2.0017 -0.7080
H 2.2468 0.8146 -1.2410
H 2.2333 0.1643 1.4389
H 2.6306 -1.0024 0.1874
H 0.4586 -2.0255 0.5456
O 0.5278 -0.5782 -1.0340
S -1.9618 -0.2698 -0.0840

---

16
Properties=species:S:1:pos:R:3 method="wB97M-V/def2-TZVPD" de_lowest_kcal_mol=18.8 homo_ev=-8.66 e_lumo_ev=-0.26 spin_multiplicity=1 gap_ev=8.403 charge=0
C -0.9241 -2.2282 -0.5180
C -0.0623 -1.1222 0.0965
C -0.2273 1.5985 0.4752
C 0.0053 3.0003 -0.0198
C 1.4131 -1.4840 0.0842
H -0.7527 -3.1372 -0.0223
H -0.7547 -2.4698 -1.5513
H -2.0040 -2.0123 -0.3540
H -0.4198 -0.9385 1.1221
H -0.9298 3.3584 -0.4791
H 0.0900 3.6720 0.8446
H 0.8002 3.1630 -0.7728
H 1.7316 -1.8178 -0.8804
O -0.3730 1.2672 1.5882
S -0.1370 0.3986 -0.8305
S 2.5446 -1.2479 1.2173

---

16
Properties=species:S:1:pos:R:3 method="wB97M-V/def2-TZVPD" de_lowest_kcal_mol=128.1 homo_ev="-7.82 / -7.76" e_lumo_ev="-1.01 / -0.99" spin_multiplicity=1 gap_ev="6.807 / 6.771" charge=0
C 2.3719 -0.0958 0.3624
C 1.1984 -0.7158 0.2471
C -0.0077 0.0848 0.3903
C 1.1636 -1.8613 -0.7153
C -2.3385 1.1511 1.1953
O -2.0237 1.9305 -1.9123
S -0.9145 0.9973 -2.2873
S -0.8242 0.2325 1.7593
H 3.2102 -0.4011 -0.2419
H 2.4472 0.8521 0.8890
H 0.2950 -2.4423 -0.6057
H 1.0808 -1.2766 -1.6470
H 2.1893 -2.2624 -0.8170
H -3.1784 0.3836 1.0950
H -2.0626 1.6035 0.2567
H -2.6068 1.8198 2.0314

---

16
Properties=species:S:1:pos:R:3 method="wB97M-V/def2-TZVPD" de_lowest_kcal_mol=50.5 homo_ev=-8.93 e_lumo_ev=0.14 spin_multiplicity=1 gap_ev=9.069 charge=0
C 0.3316 1.8461 -0.0380
C 0.1325 0.4323 0.4332
C 1.1265 -0.7076 0.2357
C -0.1962 -0.7545 -0.4016
C -2.3444 -1.3570 0.0170
H 0.9624 1.7970 -0.9931
H -0.5741 2.4731 -0.3745
H 0.9242 2.4489 0.7322
H -0.3642 0.3117 1.4349
H 1.1689 -1.4141 1.1253
H 3.3814 -0.0811 0.2012
H -0.2278 -0.4791 -1.4656
H -2.9751 -2.1959 0.3688
O -1.0642 -1.6317 0.0779
S 2.6778 -0.7507 -0.6903
S -2.9593 0.0627 -0.6631

---

15
Properties=species:S:1:pos:R:3 method="wB97M-V/def2-TZVPD" de_lowest_kcal_mol=4.9 homo_ev=-8.19 e_lumo_ev=0.96 spin_multiplicity=1 gap_ev=9.150 charge=0
C 1.6685 -1.1499 -0.0693
C 2.2758 0.0375 0.0454
C 0.2432 -0.9524 -0.1086
C 1.2732 1.1424 -0.0190
C -0.0669 0.3604 -0.0400
P -2.8544 -0.7502 0.0999
P -1.7224 1.0890 -0.0120
H 2.1394 -2.1152 -0.1063
H 3.3307 0.2352 0.1061
H -0.4671 -1.7643 -0.1476
H 1.2955 1.7827 0.8690
H 1.6776 1.7921 -0.8610
H -4.0783 -0.0869 0.1454
H -2.9276 -0.9044 -1.2860
H -1.7870 1.2840 1.3839

---

14
Properties=species:S:1:pos:R:3 method="wB97M-V/def2-TZVPD" de_lowest_kcal_mol=10.6 homo_ev=-9.01 e_lumo_ev=0.89 spin_multiplicity=1 gap_ev=9.897 charge=0
C -0.3766 -0.0699 0.7827
C 0.6500 -1.1946 0.4114
C 1.7242 -0.5690 -0.5350
C 1.6021 0.9004 -0.2292
C 0.4508 1.1419 0.4376
H -2.6313 -0.7968 0.2089
H -0.7395 -0.0136 1.8117
H 1.1401 -1.4950 1.3526
H 0.1961 -2.0758 -0.0578
H 1.3424 -0.6861 -1.5560
H 2.7346 -1.0093 -0.5168
H 2.2538 1.6971 -0.6307
H 0.1505 2.1178 0.7944
S -1.7969 0.0631 -0.4132

---

14
Properties=species:S:1:pos:R:3 method="wB97M-V/def2-TZVPD" de_lowest_kcal_mol=66.5 homo_ev=-8.58 e_lumo_ev=1.00 spin_multiplicity=1 gap_ev=9.577 charge=0
C -1.4504 0.1264 0.2011
C 1.4049 0.2784 0.3092
C 0.7672 -0.4441 -0.8115
C 0.1920 -1.7751 -1.3726
C -0.5223 -0.9845 -0.2201
H -1.9657 0.5959 -0.7069
H -2.2465 -0.0311 0.9460
H 1.7865 -0.3631 1.0514
H 2.0849 1.0500 0.0542
H 0.4863 0.2443 -1.5737
H -0.1718 -1.6540 -2.3583
H 0.4568 -2.8771 -1.1506
H -0.2345 -1.4665 0.6461
S -0.1590 1.3309 0.9034

---

14
Properties=species:S:1:pos:R:3 method="wB97M-V/def2-TZVPD" de_lowest_kcal_mol=28.6 homo_ev=-8.54 e_lumo_ev=0.96 spin_multiplicity=1 gap_ev=9.501 charge=0
C -2.2478 -0.0989 -0.0160
C -0.9942 0.1356 -0.4809
C 0.1732 -0.0016 0.3845
C 1.2579 1.1552 0.0833
C 1.1120 -1.1603 0.0175
H -2.4406 -0.3427 1.0179
H -3.0849 -0.0699 -0.6460
H -0.7410 0.3667 -1.5462
H -0.0889 0.0435 1.4189
H 1.4102 1.8726 0.9479
H 0.9885 1.7568 -0.7635
H 0.8429 -1.6034 -0.9861
H 1.2599 -1.9660 0.7447
S 2.5527 -0.0875 -0.1759

---

14
Properties=species:S:1:pos:R:3 method="wB97M-V/def2-TZVPD" de_lowest_kcal_mol=12.5 homo_ev=-8.38 e_lumo_ev=0.07 spin_multiplicity=1 gap_ev=8.451 charge=0
C -0.2417 0.0409 -0.4176
C 1.0303 -0.7244 -0.3704
C 1.4364 -0.6625 1.1910
C 0.1458 -0.3538 1.9350
C -0.9537 -0.1068 0.8646
H 0.7935 -1.7168 -0.5942
H 1.7129 -0.3171 -1.0384
H 2.3140 -0.0105 1.4086
H 1.6742 -1.6746 1.4258
H 0.1719 0.5347 2.5094
H -0.1362 -1.1518 2.5863
H -1.6083 -1.0064 0.6532
H -1.5924 0.7459 0.9877
S -0.7395 0.9648 -1.6971

---

14
Properties=species:S:1:pos:R:3 method="wB97M-V/def2-TZVPD" de_lowest_kcal_mol=109.9 homo_ev=-7.89 e_lumo_ev=-0.65 spin_multiplicity=1 gap_ev=7.240 charge=0
C -1.9719 2.2090 0.4012
C -1.5818 1.0396 0.4356
C 1.9073 1.5012 -0.5637
C -0.4588 -2.7484 0.1916
C -1.1593 -0.2329 0.2995
S -1.6431 -1.6098 0.9342
H -2.0829 3.1608 0.2367
H 2.1416 0.7866 0.1908
H 0.8406 1.6423 -0.5911
H 2.5382 2.4059 -0.2907
H -0.8569 -3.7308 0.1019
H 0.3493 -2.8228 0.8253
H -0.2568 -2.5104 -0.7974
H 2.2344 0.9097 -1.3737

---

16
Properties=species:S:1:pos:R:3 method="wB97M-V/def2-TZVPD" de_lowest_kcal_mol=16.0 homo_ev=-8.85 e_lumo_ev=0.72 spin_multiplicity=1 gap_ev=9.568 charge=0
C -1.9393 0.0977 0.5414
C 0.0350 -1.4270 -0.8388
C 0.8888 -0.9407 0.2652
C 1.1245 0.5335 0.5323
C 0.5850 1.6400 -0.4061
H -1.6183 0.1815 1.5639
H -3.0158 0.1732 0.5812
H 0.0369 -0.7516 -1.6963
H 0.3346 -2.4254 -1.0773
H 0.8007 -1.6098 1.0966
H 1.2828 0.8460 1.5524
H 0.8811 2.6143 -0.0781
H 0.9395 1.5227 -1.4079
S -1.6802 -1.5772 -0.1452
S 2.6063 -0.3939 -0.1192
S -1.2618 1.5166 -0.3642

---

21
Properties=species:S:1:pos:R:3 method="wB97M-V/def2-TZVPD" homo_ev=-10.21 e_lumo_ev=0.55 spin_multiplicity=1 gap_ev=10.759 charge=0
N 3.2421 -1.2095 -0.1140
B 1.9654 -0.5463 0.2394
C 1.5709 0.9908 -0.1100
C 0.0160 1.2423 -0.3668
C -0.9464 0.8407 0.8458
C -2.2302 0.1147 0.2492
F -2.7687 0.9753 -0.7231
F -3.2047 -0.0040 1.2782
C -1.9765 -1.3615 -0.2887
F -1.1346 -2.0333 0.5801
F -1.4589 -1.4342 -1.5733
F -3.2368 -1.9937 -0.3421
H 3.9228 -0.5635 -0.5227
H 3.1123 -2.0547 -0.6748
H 1.1863 -1.1779 0.8681
H 2.0271 1.7264 0.6454
H 2.1037 1.2337 -1.1001
H -0.1067 2.3722 -0.5146
H -0.2965 0.7905 -1.3710
H -1.3391 1.8131 1.3062
H -0.4475 0.2788 1.6889

---

18
Properties=species:S:1:pos:R:3 method="wB97M-V/def2-TZVPD" homo_ev=-14.34 e_lumo_ev=-4.19 spin_multiplicity=1 gap_ev=10.155 charge=+1
O 3.7923 -0.3934 0.2958
C 2.6689 -0.0705 0.2691
Br 1.9783 1.3543 1.3390
C 1.6421 -0.7762 -0.6194
S 0.4251 -1.6983 0.3541
C -0.9227 -0.6372 0.9375
C -1.7442 0.1379 -0.0931
C -1.1499 1.4851 -0.5212
Cl -1.4634 2.7305 0.7144
H 2.1957 -1.5513 -1.1711
H 1.1619 -0.0895 -1.3244
H -0.2302 -2.2523 -0.6831
H -0.4844 0.0144 1.7045
H -1.5419 -1.3820 1.4622
H -2.7067 0.3378 0.4005
H -1.9793 -0.4855 -0.9703
H -1.5814 1.8234 -1.4679
H -0.0604 1.4530 -0.6268

---

no.,DFT total energy (eV)
1,-20241.7725
2,-11453.1732
3,-11453.4989
4,-11454.3772
5,-11450.6452
6,-20745.1446
7,-13502.6469
8,-18193.0533
9,-29031.8656
10,-29027.1277
11,-29030.4895
12,-23890.3587
13,-16149.1795
14,-16146.7534
15,-16148.3951
16,-16149.0949
17,-16144.8721
18,-37819.4740
19,-21085.1231
20,-100770.7440